An isolated molecule of C5H7NO, computed with wB97M-V/def2-TZVPD.

Last column: natural (NBO) charge in e.
Cartesian coordinates (Å):
H  0.752030  -2.738188  0.480639  0.215
C  0.442600  -2.213534  -0.428896  -0.626
H  1.184017  -2.393819  -1.214978  0.218
H  2.001194  0.098771  -1.254009  0.199
C  -0.600152  -0.013608  0.630439  -0.416
H  -0.922808  3.252814  0.209229  0.392
C  -0.407891  1.304679  0.336830  0.479
H  -1.152938  -0.402356  1.470351  0.223
N  -0.902072  2.478859  0.862707  -0.815
H  -1.757154  2.363173  1.380978  0.386
C  0.304250  -0.733744  -0.218852  -0.062
O  0.559817  1.471384  -0.579267  -0.428
C  0.993422  0.204974  -0.903684  0.016
H  -0.494315  -2.679405  -0.771489  0.220

Atoms 1-6, force components in eV/Å:
0.0 0.1 -0.1
0.1 -0.1 0.1
0.0 0.0 0.2
0.0 0.3 -0.9
-0.1 0.2 0.1
0.0 -0.2 0.2

## Properties
- Multiplicity: 1
- Electronic energy: -324.69137 Eh
- LUMO: 0.03655 Eh
- Kohn-Sham gap: 0.314 Eh
- Relative energy (zero: lowest compared OMol25 entry of this formula, charge and spin): 86.9 kJ/mol
- SMILES: Cc1coc(N)c1